{"formula": "C17H19N", "method": "wB97M-V/def2-TZVPD", "elements": ["C", "C", "C", "C", "N", "C", "C", "C", "C", "C", "C", "H", "H", "H", "H", "H", "H", "H", "H", "H", "H", "H", "C", "C", "C", "C", "C", "C", "C", "H", "H", "H", "H", "H", "H", "H", "H"], "coordinates": [[1.565, -2.873, -0.779], [0.149, -2.205, -0.347], [0.194, -1.475, 0.989], [-0.921, -1.592, 1.903], [-0.744, -0.620, 2.795], [0.643, -0.242, 2.950], [1.390, 0.302, 4.018], [2.754, 0.309, 3.914], [3.352, 0.050, 2.625], [2.667, -0.482, 1.476], [1.241, -0.678, 1.635], [1.731, -2.673, -1.733], [1.435, -3.953, -0.720], [2.524, -2.720, -0.256], [-0.244, -1.554, -1.150], [-0.539, -2.996, -0.217], [-1.781, -2.320, 1.980], [-1.433, -0.689, 3.680], [0.806, 0.558, 4.808], [3.381, 0.244, 4.872], [4.371, 0.355, 2.551], [3.230, -0.674, 0.588], [-1.734, 2.427, -4.390], [-1.728, 1.908, -3.048], [-2.919, 1.519, -2.433], [-2.862, 1.191, -1.056], [-1.648, 1.181, -0.340], [-0.429, 1.421, -1.035], [-0.547, 1.800, -2.362], [-2.581, 2.030, -5.141], [-0.797, 2.203, -4.954], [-2.085, 3.487, -4.597], [-3.934, 1.600, -2.946], [-3.745, 0.968, -0.540], [-1.632, 0.953, 0.740], [0.483, 1.222, -0.541], [0.386, 2.017, -2.938]], "atomic_forces_ev_per_a": [[-1.82, -1.04, 3.79], [2.95, 0.73, 0.55], [-1.57, -1.27, 0.84], [2.21, -0.14, -3.57], [-1.12, 0.71, 6.81], [0.02, -0.67, -3.76], [-0.70, -1.54, -2.98], [1.20, -0.83, -0.21], [-1.53, -0.54, -0.32], [-1.05, 1.52, 2.92], [-0.61, -0.31, 2.21], [0.78, 0.98, -4.40], [-0.07, -0.14, -0.01], [-0.85, 0.65, 0.37], [0.38, -0.17, 0.33], [-0.84, -0.88, -0.05], [1.05, 1.30, -0.58], [2.53, 0.52, -2.46], [-0.99, 0.67, 2.85], [-0.78, 0.99, -1.69], [0.77, -0.45, -0.22], [0.01, -0.09, -0.43], [-1.89, 0.64, -5.30], [-1.72, -0.44, 0.79], [-0.77, 0.33, 1.19], [1.63, 0.52, -0.90], [0.34, -0.07, -0.63], [-2.93, -0.31, 0.10], [2.51, 0.05, -0.16], [1.61, -0.20, 1.92], [-0.54, 0.56, 0.51], [1.18, -0.63, 1.08], [1.64, -0.24, 0.61], [-1.23, -0.31, 0.65], [-0.04, 0.03, -0.73], [1.00, 0.21, 0.34], [-0.77, -0.13, 0.54]], "relative_energy_kcal_mol": 85.3, "gap_ev": 8.21, "energy_ha": -713.82626, "smiles": "CCc1c[nH]c2ccccc12.Cc1ccccc1", "homo_energy_ev": -7.450}